2 unconnected molecules or ions with the total composition C2H7PS2. Source: the Open Molecules 2025 dataset; level of theory: ωB97M-V/def2-TZVPD.

Properties
- SMILES = C=CS.PS
- relative energy (zero: lowest compared OMol25 entry of this formula, charge and spin) (kcal per mole) = 60.3
- Kohn-Sham gap (eV) = 9.28
- max |F| (Eh/bohr) = 0.05695
- multiplicity = 1
- HOMO (eV) = -8.7

```
12
C2H7PS2 ωB97M-V/def2-TZVPD
C 0.519 1.048 1.420
C 1.349 0.426 0.538
P -1.753 -1.030 -0.576
S 1.836 -1.216 0.718
S -0.830 0.050 -2.014
H 0.160 0.769 2.400
H 0.571 2.117 1.242
H 1.382 0.762 -0.473
H -3.062 -0.443 -0.681
H -2.309 -2.193 -1.181
H 2.524 -1.338 -0.406
H -0.386 1.046 -0.987
```



C4H3N3 in the gas phase. Source: the Open Molecules 2025 dataset; level of theory: ωB97M-V/def2-TZVPD.

Properties
- SMILES = [H]/N=C(\C#N)N1C=C1
- relative energy (zero: lowest compared OMol25 entry of this formula, charge and spin) (kcal per mole) = 100.4
- Kohn-Sham gap (spin up / spin down) (eV) = 9.51 / 9.51
- max |F| (Eh/bohr) = 0.02546
- multiplicity = 1
- HOMO (spin up / spin down) (eV) = -9.3 / -9.3

```
10
C4H3N3 ωB97M-V/def2-TZVPD
N 3.118 -0.780 0.209
C 2.015 -0.429 0.165
C 0.679 0.151 0.035
N -0.402 -0.449 0.696
C -1.579 -1.026 0.035
C -1.682 0.233 0.170
N 0.489 1.304 -0.477
H -1.986 -2.014 -0.073
H -1.989 1.261 0.048
H 1.337 1.748 -0.808
```



2 unconnected molecules or ions with the total composition C5H9N. Source: the Open Molecules 2025 dataset; level of theory: ωB97M-V/def2-TZVPD.

Properties
- relative energy (zero: lowest compared OMol25 entry of this formula, charge and spin) (kcal per mole) = 105.7
- Kohn-Sham gap (eV) = 9.20
- max |F| (Eh/bohr) = 0.08134
- multiplicity = 1
- HOMO (eV) = -8.6

```
15
C5H9N ωB97M-V/def2-TZVPD
C -0.625 0.363 -0.267
C -2.879 0.123 -0.291
C 1.022 -1.414 0.637
C 1.770 0.762 -0.232
C 0.610 -0.056 0.138
N -1.725 -0.355 0.007
H -3.733 -0.276 0.066
H -2.877 1.113 -0.762
H 0.097 -1.741 1.066
H 1.690 -1.338 1.512
H 1.543 -1.898 -0.224
H 2.121 1.276 0.685
H 1.556 1.547 -0.873
H 2.702 0.122 -0.400
H -1.271 1.772 -1.062
```